Entry 1:
The following is a quantum chemistry calculation of the ion C2H4ClN2S2 with charge +1 at a distorted geometry, from OMol25.

Atoms and positions in Å:
S -1.570 1.551 1.454
H 0.875 -0.561 -2.175
S -0.234 1.282 -3.011
N -0.924 1.104 0.045
H -0.098 -1.375 1.101
C -0.076 0.197 -0.423
C 0.680 -0.829 0.530
Cl -1.347 0.214 2.995
H 1.231 -1.527 -0.024
N 0.153 0.151 -1.790
H 1.309 -0.206 1.299

The net charge is +1. Its SMILES is C/C(=N\SCl)[NH+]=S. For the orbital gap (alpha / beta), the calculation gives 7.42 / 6.47 eV.

Entry 2:
The following is a quantum chemistry calculation of the ion C4H8NO2 with charge +1 at a distorted geometry, from OMol25.

Atoms and positions in Å:
H -0.544 -2.234 0.437
C -0.298 -0.153 -0.248
H 1.043 -1.939 -0.168
H -1.369 -0.173 1.495
C -1.581 0.199 0.448
H -0.899 0.040 -2.126
O -2.394 0.871 -0.116
N 0.028 -1.665 -0.232
O -0.173 0.266 -1.516
C 1.322 1.713 0.461
H -0.250 -1.865 -1.207
H 1.157 -0.058 1.439
H 1.098 2.296 -0.421
H 2.081 2.164 1.131
C 0.779 0.537 0.624

The net charge is +1. Its SMILES is C=C[C@]([NH3+])(O)C=O. For the orbital gap, the calculation gives 10.28 eV.

Entry 3:
The following is a quantum chemistry calculation of a structure of composition AsF6H26O13 at a distorted geometry, from OMol25.

Atoms and positions in Å:
H 3.267 -1.614 -2.940
O 3.394 -1.447 1.112
F 0.991 -0.637 0.708
H -2.478 3.384 3.011
O -2.510 -3.304 1.222
H -2.667 -3.607 2.122
F 1.511 1.449 -0.746
H -1.450 1.991 -2.430
H -0.885 -3.596 0.511
O 0.104 -1.815 3.350
O -2.294 -0.412 2.362
H 0.582 -4.047 0.542
O -2.879 -1.663 -2.307
H -1.804 -0.230 1.548
H 1.522 -0.364 3.151
H -2.743 2.120 2.200
H -0.854 5.274 -0.262
H 2.486 -1.096 1.006
H 3.557 3.493 0.158
F -0.425 0.695 -2.234
H 2.510 -0.965 -4.098
F -0.691 1.032 0.343
As 0.370 0.113 -0.742
F 1.398 -0.742 -1.803
F -0.832 -1.216 -0.818
O 0.631 -0.513 -4.646
H -0.609 3.790 -0.498
O -0.199 -4.045 -0.020
O -3.190 2.829 2.680
O -0.308 4.539 0.031
H 0.846 -0.074 -3.811
H -3.577 -1.024 -2.137
H -1.614 -0.653 3.003
H 2.353 3.080 -0.682
H 3.791 -0.888 1.785
O -1.911 2.785 -2.769
H 2.170 0.746 3.980
H -0.280 -0.805 -4.527
H 0.201 -2.773 3.384
O 3.404 -1.148 -3.769
H -1.666 2.827 -3.698
H 0.109 -1.539 4.276
O 2.974 3.811 -0.536
H -2.516 -2.338 1.287
O 2.382 0.041 3.360
H -2.170 -1.443 -1.657

The net charge is -1. For the orbital gap, the calculation gives 9.81 eV.